Entry 1:
Here is one molecule with the formula C18H27N5O from the OMol25 dataset. Energies are from ωB97M-V with the def2-TZVPD basis set.

Atoms and positions in Å:
1 C 4.91586 -4.47286 1.78167
2 C 5.02468 -3.29688 0.81150
3 C 3.64155 -2.85964 0.34493
4 O 3.20585 -3.13183 -0.75031
5 N 2.97181 -2.15996 1.30192
6 C 1.67869 -1.61597 1.26732
7 C 1.27062 -0.89961 2.40534
8 C 0.02780 -0.30909 2.48952
9 C -0.81461 -0.44908 1.39912
10 C -0.41581 -1.17318 0.25057
11 C 0.83848 -1.76505 0.17633
12 N -1.42828 -1.13949 -0.67048
13 C -2.38317 -0.43532 -0.13081
14 C -3.64305 -0.09522 -0.84756
15 C -3.73458 1.42242 -1.11515
16 N -2.41272 2.01633 -1.13970
17 C -1.64732 1.66135 -2.32216
18 C -0.21458 2.15018 -2.15509
19 N -0.19780 3.59148 -1.98079
20 C 1.15036 4.10492 -1.89131
21 C -0.98769 3.94559 -0.81892
22 C -2.42136 3.45795 -1.00238
23 N -2.08562 -0.00338 1.13221
24 C -2.88482 0.81671 1.99333
25 H 5.90659 -4.80376 2.08509
26 H 4.35668 -4.19839 2.67433
27 H 4.40605 -5.30484 1.30206
28 H 5.59018 -3.60185 -0.06921
29 H 5.54203 -2.46024 1.28654
30 H 3.46543 -1.99504 2.16806
31 H 1.95580 -0.80604 3.23716
32 H -0.26105 0.24320 3.37168
33 H 1.14560 -2.31002 -0.69824
34 H -3.62887 -0.65121 -1.78413
35 H -4.51410 -0.41973 -0.27322
36 H -4.29017 1.59761 -2.05324
37 H -4.29392 1.90472 -0.30890
38 H -1.63884 0.57760 -2.43288
39 H -2.08554 2.11712 -3.22759
40 H 0.36238 1.90002 -3.04775
41 H 0.23731 1.63193 -1.29033
42 H 1.68854 3.84787 -2.80234
43 H 1.70497 3.69800 -1.03025
44 H 1.11406 5.19013 -1.80123
45 H -0.98096 5.03318 -0.70818
46 H -0.57299 3.49483 0.10248
47 H -3.01541 3.73466 -0.12620
48 H -2.85725 3.95158 -1.88907
49 H -3.94111 0.59112 1.84950
50 H -2.62081 0.61264 3.03123
51 H -2.71523 1.87637 1.78517

The HOMO-LUMO gap is 8.46 eV. Its molar mass is 329.45 g mol⁻¹. The calculation puts the HOMO energy at -7.76 eV. The total energy comes out at -28603.2512 eV. Its spin multiplicity is 1.

=====

Entry 2:
Here is a 2-piece molecular cluster, C4H8NO3 overall in a non-equilibrium geometry from the OMol25 dataset. Energies are from ωB97M-V with the def2-TZVPD basis set.

Atoms and positions in Å:
1 C 0.18350 -2.14150 0.22899
2 C 0.16968 -1.95417 1.74220
3 O 0.89405 -2.60305 2.50933
4 N -0.67881 -0.92319 2.21852
5 H -0.54807 -0.60381 3.17907
6 H -0.86544 -0.16131 1.51371
7 H 0.72385 -1.27696 -0.27522
8 H -0.84130 -2.08046 -0.15962
9 H 0.44883 -3.18133 0.05099
10 C 0.44517 2.66706 -1.78664
11 C -0.57362 1.57789 -1.37764
12 O -1.32496 0.99755 -2.12168
13 O -0.35771 1.27711 -0.17426
14 H 0.41965 2.87187 -2.79795
15 H 1.30675 1.98326 -1.55937
16 H 0.59844 3.55105 -1.19042

The HOMO-LUMO gap is 8.17 eV. As for the charge: -1. Its molar mass is 118.11 g mol⁻¹. The calculation puts the HOMO energy at -4.30 eV. The total energy comes out at -11912.2713 eV. Its spin multiplicity is 1.

=====

Entry 3:
Here is an isolated ion of composition C3H4ClF3N3 and charge +1 in a non-equilibrium geometry from the OMol25 dataset. Energies are from ωB97M-V with the def2-TZVPD basis set.

Atoms and positions in Å:
1 N 2.07037 0.52348 -0.16635
2 C 0.81076 0.14323 -0.06181
3 N 0.30321 -0.65678 0.85288
4 C -1.13115 -0.79225 0.74749
5 F -1.43192 -2.17922 0.71218
6 Cl -1.91482 -0.06199 2.12027
7 N -1.36563 -0.29317 -0.54918
8 C -0.35155 0.54744 -1.01044
9 F -0.59903 1.81102 -0.66401
10 F -0.02503 0.41778 -2.29257
11 H 2.26078 1.28726 -0.77825
12 H 2.87626 0.21142 0.25420
13 H 0.86582 -0.80014 1.60027
14 H -2.36807 -0.15807 -0.76469

The HOMO-LUMO gap is 10.95 eV. As for the charge: +1. Its molar mass is 174.53 g mol⁻¹. The calculation puts the HOMO energy at -15.61 eV. The total energy comes out at -28314.2018 eV. Its spin multiplicity is 1.

=====

Entry 4:
Here is one molecule with the formula C3H6N4O in a non-equilibrium geometry from the OMol25 dataset. Energies are from ωB97M-V with the def2-TZVPD basis set.

Atoms and positions in Å:
1 H 1.37372 -1.93808 -1.57354
2 N 1.06773 -1.06304 -1.07853
3 C 1.62511 -0.98888 0.22630
4 N 1.37384 0.18661 0.94807
5 C 0.75342 1.04852 -0.02384
6 O 1.20714 2.06803 -0.35648
7 N -0.53427 0.65505 -0.64277
8 N -1.36459 0.01767 0.36059
9 C -2.61970 -0.11944 0.15430
10 H 2.13883 -1.83562 0.76453
11 H 2.05058 0.72558 1.85480
12 H -0.96103 1.44876 -0.98492
13 H -3.08581 0.61448 -0.57577
14 H -3.02497 -0.81965 0.92724

The HOMO-LUMO gap is 9.30 eV. Its molar mass is 114.11 g mol⁻¹. The calculation puts the HOMO energy at -8.88 eV. The total energy comes out at -11211.5908 eV. Its spin multiplicity is 1.

=====

Entry 5:
Here is one molecule with the formula C2H9NSi in a non-equilibrium geometry from the OMol25 dataset. Energies are from ωB97M-V with the def2-TZVPD basis set.

Atoms and positions in Å:
1 C 1.11450 -1.43080 -0.00996
2 Si 0.40882 0.34923 -0.20565
3 C -1.42166 0.32263 -0.90271
4 N 0.13155 1.14696 1.32445
5 H 1.94072 -1.33371 -0.59353
6 H 1.51737 -1.52562 1.03903
7 H 0.55599 -2.26834 -0.27645
8 H 1.21487 1.31571 -0.92996
9 H -1.79013 1.32415 -1.12804
10 H -1.48966 -0.21892 -1.84799
11 H -1.99109 -0.17045 -0.10085
12 H 0.66294 1.07195 2.21668
13 H -0.85423 1.41722 1.41499

The HOMO-LUMO gap is 10.26 eV. Its molar mass is 75.19 g mol⁻¹. The calculation puts the HOMO energy at -9.19 eV. The total energy comes out at -11588.2221 eV. Its spin multiplicity is 1.

=====

Entry 6:
Here is a 9-piece molecular cluster, C28H79N5O9 overall in a non-equilibrium geometry from the OMol25 dataset. Energies are from ωB97M-V with the def2-TZVPD basis set.

Atoms and positions in Å:
1 C 2.59749 8.99835 -3.20095
2 O 1.19918 8.81612 -2.92645
3 C 0.61205 7.70484 -3.57731
4 C 0.93833 6.32211 -2.97792
5 C 0.17530 5.15647 -3.46054
6 N 0.64412 6.46140 -1.56428
7 H 2.97198 9.83826 -2.61578
8 H 2.83050 9.18937 -4.24848
9 H 3.25073 8.14668 -3.01117
10 H -0.46301 7.88060 -3.53941
11 H 0.85410 7.71970 -4.64000
12 H 2.00333 6.11733 -2.86864
13 H 0.67233 4.61046 -4.26237
14 H -0.76602 5.57389 -3.81799
15 H 0.02236 4.44305 -2.65077
16 H 1.40940 6.87600 -1.05188
17 H -0.08714 7.12680 -1.35786
18 C -0.39432 4.24822 6.06244
19 O -0.67511 3.31289 7.11815
20 C 0.36538 2.33333 7.32911
21 C 0.57902 1.42690 6.07258
22 C -0.40747 0.38731 5.75583
23 N 1.85683 0.74259 6.04862
24 H 0.16730 5.05669 6.53049
25 H -1.42407 4.56661 5.90012
26 H 0.01846 3.90375 5.11426
27 H 1.31996 2.79185 7.58723
28 H 0.10727 1.66092 8.14725
29 H 0.67218 1.94812 5.11982
30 H -0.15372 -0.32666 4.97228
31 H -1.33243 0.88725 5.46842
32 H -0.58734 -0.23966 6.62913
33 H 2.06276 0.21192 6.88293
34 H 1.57962 0.01109 5.40974
35 C 4.18395 2.19437 1.31830
36 O 5.56274 1.64017 1.09833
37 C 6.07413 1.15184 2.28786
38 C 5.92159 -0.38460 2.27561
39 C 6.59242 -0.93993 3.46726
40 N 6.69487 -1.00919 1.16275
41 H 3.70612 2.44380 0.37090
42 H 4.17225 3.14300 1.85502
43 H 3.59088 1.42449 1.81192
44 H 7.15859 1.26052 2.27256
45 H 5.68326 1.55193 3.22341
46 H 4.91321 -0.78475 2.16994
47 H 7.61339 -0.59338 3.62731
48 H 6.67017 -2.02603 3.51668
49 H 6.09629 -0.58513 4.37062
50 H 7.57069 -0.52778 1.30864
51 H 6.36324 -0.66877 0.27155
52 C -5.34984 4.98187 1.93329
53 O -6.62224 5.02922 1.19449
54 C -6.42632 5.58115 -0.18623
55 C -7.87150 5.50537 -0.66746
56 C -8.07306 5.80177 -2.13785
57 N -8.76314 6.32178 0.10235
58 H -4.59267 4.49065 1.32216
59 H -5.37565 4.51692 2.91881
60 H -4.96638 6.00215 1.92388
61 H -6.01492 6.57107 0.01102
62 H -5.66697 4.91108 -0.58932
63 H -8.15556 4.46968 -0.48102
64 H -7.85306 4.91444 -2.73142
65 H -7.55079 6.68784 -2.49871
66 H -9.14819 5.98062 -2.15189
67 H -8.45445 7.26933 0.26651
68 H -8.53067 5.92398 1.00114
69 C -1.09523 -10.27367 -7.68535
70 O -1.27365 -9.53567 -6.48072
71 C -1.28027 -8.09934 -6.58639
72 C -1.68242 -7.42020 -5.24072
73 C -3.02608 -7.74634 -4.59095
74 N -1.68385 -5.94788 -5.42160
75 H -0.10169 -10.17750 -8.12321
76 H -1.93013 -9.96985 -8.31681
77 H -1.17258 -11.32942 -7.42557
78 H -0.37080 -7.66790 -7.00451
79 H -2.01976 -7.75569 -7.30969
80 H -0.93800 -7.61113 -4.46775
81 H -3.83632 -7.46106 -5.26194
82 H -3.13530 -7.13963 -3.69203
83 H -3.23710 -8.78996 -4.35762
84 H -1.79626 -5.51373 -4.51662
85 H -0.79483 -5.58229 -5.73158
86 C 3.54851 -5.87053 6.59635
87 C 3.17605 -5.66126 5.16611
88 O 2.82934 -4.29885 4.98261
89 H 4.41969 -5.27687 6.87331
90 H 3.89019 -6.88324 6.81026
91 H 2.64258 -5.67606 7.17045
92 H 2.47055 -6.41765 4.82223
93 H 4.02063 -5.72227 4.47978
94 H 2.86262 -4.10105 4.04380
95 C -0.93703 -0.14108 0.14698
96 C -0.05505 -1.10510 -0.66970
97 O 0.34916 -2.13640 0.19183
98 H -1.71941 -0.75056 0.59922
99 H -1.38722 0.46571 -0.63866
100 H -0.46302 0.57961 0.81333
101 H 0.79909 -0.55438 -1.06372
102 H -0.64141 -1.55566 -1.47050
103 H 1.00343 -2.63176 -0.30632
104 C -5.21363 -1.00586 -3.87449
105 C -6.24624 -0.53425 -2.88359
106 O -6.40886 -1.42332 -1.85852
107 H -5.35601 -0.63614 -4.88994
108 H -5.18369 -2.08768 -4.00433
109 H -4.21407 -0.85459 -3.46693
110 H -7.27368 -0.62805 -3.23524
111 H -6.02096 0.44716 -2.46624
112 H -7.18759 -1.97571 -1.95879
113 C 6.48383 -5.75750 -1.55068
114 C 5.64790 -6.11794 -0.37878
115 O 4.87509 -5.00744 -0.11910
116 H 5.93758 -5.87953 -2.48600
117 H 7.23920 -6.53938 -1.62928
118 H 6.95235 -4.77827 -1.45229
119 H 6.27654 -6.37155 0.47480
120 H 4.97842 -6.90242 -0.73162
121 H 5.50802 -4.34257 0.16189

The HOMO-LUMO gap is 9.39 eV. Its molar mass is 629.97 g mol⁻¹. The calculation puts the HOMO energy at -9.17 eV. The total energy comes out at -56186.4177 eV. Its spin multiplicity is 1.